# 1
{"formula": "C5H6N2OS", "method": "wB97M-V/def2-TZVPD", "elements": ["O", "N", "S", "H", "C", "C", "C", "N", "C", "C", "H", "H", "H", "H", "H"], "coordinates": [[1.42, 0.33, -1.58], [0.52, -0.31, -2.18], [-0.54, 0.41, -3.04], [0.63, -1.35, -2.13], [0.31, -0.55, 1.64], [-0.93, -0.91, 1.14], [-1.51, -0.13, 0.19], [-0.85, 0.90, -0.37], [0.37, 1.26, 0.07], [0.97, 0.56, 1.09], [0.88, -1.25, 2.24], [-1.48, -1.66, 1.67], [-2.44, -0.35, -0.26], [0.73, 2.15, -0.20], [1.91, 0.90, 1.69]], "energy_ev": -21140.9333, "smiles": "[O-][NH+]=S.c1ccncc1", "lumo_ev": -0.83, "e_above_lowest_kcal_mol": 96.0, "homo_ev": -8.616, "homo_lumo_gap_ha": 0.286}

=====

# 2
{"formula": "C29H45Cl2IrN2P", "method": "wB97M-V/def2-TZVPD", "elements": ["P", "C", "C", "C", "C", "C", "C", "C", "C", "C", "C", "C", "C", "C", "C", "C", "C", "C", "C", "H", "H", "H", "H", "H", "H", "H", "H", "H", "H", "H", "H", "H", "H", "H", "H", "H", "H", "H", "H", "H", "H", "H", "H", "H", "H", "H", "H", "H", "H", "H", "H", "H", "Ir", "Cl", "Cl", "C", "H", "C", "C", "C", "C", "C", "C", "H", "H", "H", "H", "H", "C", "N", "C", "C", "N", "C", "H", "H", "H", "H", "H", "H"], "coordinates": [[2.40, -1.31, -2.88], [1.74, -1.40, -4.71], [2.65, -1.77, -5.90], [1.90, -1.66, -7.23], [0.57, -2.43, -7.23], [-0.29, -2.19, -5.98], [0.53, -2.34, -4.70], [3.01, -3.13, -2.55], [3.58, -3.92, -3.74], [4.16, -5.24, -3.24], [3.14, -6.06, -2.47], [2.42, -5.27, -1.37], [1.89, -3.93, -1.87], [4.14, -0.64, -3.36], [4.09, 0.75, -4.04], [5.47, 1.26, -4.51], [6.53, 1.21, -3.40], [6.60, -0.16, -2.73], [5.22, -0.68, -2.25], [1.42, -0.34, -4.80], [2.99, -2.81, -5.77], [3.57, -1.16, -5.95], [2.56, -2.01, -8.03], [1.68, -0.60, -7.39], [0.00, -2.14, -8.11], [0.78, -3.50, -7.33], [-0.69, -1.17, -6.01], [-1.12, -2.89, -5.94], [-0.10, -2.16, -3.82], [0.91, -3.37, -4.63], [3.81, -2.93, -1.82], [4.99, -5.00, -2.57], [4.37, -3.36, -4.27], [2.78, -4.12, -4.46], [4.56, -5.79, -4.10], [3.65, -6.92, -2.02], [2.40, -6.48, -3.16], [1.60, -5.85, -0.94], [3.14, -5.07, -0.57], [1.45, -3.34, -1.06], [1.09, -4.10, -2.60], [4.39, -1.44, -4.10], [3.41, 0.76, -4.90], [3.68, 1.51, -3.35], [5.82, 0.63, -5.34], [5.37, 2.29, -4.89], [6.28, 1.96, -2.65], [7.51, 1.47, -3.82], [7.29, -0.12, -1.87], [7.02, -0.88, -3.45], [5.37, -1.71, -1.89], [4.91, -0.11, -1.37], [0.79, -0.23, -0.55], [2.56, -1.04, 0.62], [-0.51, 0.62, -2.21], [-0.70, -0.89, 0.48], [-0.71, -0.36, 1.46], [-1.59, -2.02, 0.29], [-2.43, -2.53, 1.34], [-3.14, -3.72, 1.20], [-3.06, -4.45, -0.02], [-2.34, -3.90, -1.10], [-1.67, -2.68, -0.97], [-2.50, -1.92, 2.26], [-3.75, -4.13, 2.01], [-2.35, -4.44, -2.05], [-1.22, -2.18, -1.83], [-3.59, -5.40, -0.11], [-1.70, 4.05, 2.23], [-0.69, 3.14, 1.67], [0.65, 3.20, 2.04], [1.30, 2.22, 1.34], [0.34, 1.55, 0.59], [-0.84, 2.14, 0.76], [-1.65, 4.00, 3.34], [-1.44, 5.09, 1.92], [-2.69, 3.75, 1.86], [0.99, 3.92, 2.78], [2.31, 1.85, 1.32], [-1.78, 1.80, 0.33]], "energy_ev": -70955.9047, "lumo_ev": [2.44, 2.43], "s_squared": 6.04, "e_above_lowest_kcal_mol": 0.0, "homo_ev": [-1.328, -3.911], "spin_multiplicity": 5, "homo_lumo_gap_ha": [0.139, 0.233], "total_charge": -1}